C23H40NO3P2Sm as an isolated structure at a distorted geometry. Source: the OMol25 dataset; level of theory: ωB97M-V/def2-TZVPD.

Structure (XYZ):
```
70
Properties=species:S:1:pos:R:3:forces:R:3
Sm 0.7142 -0.3735 -0.2218 -1.417 0.059 2.007
P -3.0282 -0.3986 -1.6986 -0.026 -0.269 0.061
C -2.1533 0.3842 -3.0874 -0.257 0.204 0.173
C -0.6784 0.7744 -3.3392 0.712 -0.019 0.463
N 0.4149 0.5224 -2.5520 -0.340 0.122 -0.811
C 1.6451 0.8757 -3.0362 -0.106 0.013 0.299
C 1.8035 1.5590 -4.2316 0.174 -0.069 -0.254
C 0.6953 1.8587 -5.0056 0.080 0.026 0.156
C -0.5414 1.4507 -4.5408 -0.436 0.040 -0.267
C 2.9342 0.6098 -2.2392 0.085 0.299 0.108
P 3.1828 -1.0087 -1.3382 0.997 -0.006 -0.541
H -1.4444 1.6532 -5.1156 0.292 -0.015 0.020
H 2.8074 1.8424 -4.5435 -0.280 -0.063 0.001
H 0.7847 2.3954 -5.9472 0.015 -0.104 0.194
H 3.7841 0.6114 -2.9415 -0.357 0.313 0.143
H 3.1102 1.4542 -1.5419 -0.058 -0.321 -0.200
H -2.4541 -0.2724 -3.8984 0.062 0.085 -0.499
H -2.7278 1.3302 -3.1955 0.169 -0.519 -0.129
H -1.9398 -4.3597 -4.8018 -0.122 -0.019 -0.014
O -1.4512 -4.9387 -5.3909 0.186 0.362 -0.397
H -1.3952 -4.4546 -6.2330 -0.063 -0.347 0.395
H -2.4456 -1.6424 -1.3497 0.030 0.782 0.061
O -0.6629 -1.9229 -0.5962 0.590 -0.328 -0.085
H -0.6592 -2.8892 -0.6909 -0.045 0.423 0.113
C 3.5993 -2.0939 -2.7349 -0.219 -0.441 -0.046
H 4.6045 -1.8703 -3.1186 -0.296 0.000 0.131
H 3.5693 -3.1317 -2.3779 0.072 0.194 -0.250
H 2.8642 -1.9767 -3.5413 0.136 -0.113 0.188
C 4.7983 -0.7870 -0.5169 0.092 0.104 0.223
H 4.9453 -1.6327 0.1697 0.001 0.225 -0.186
H 5.6242 -0.7766 -1.2427 -0.299 0.052 0.166
H 4.8217 0.1379 0.0759 -0.032 -0.246 -0.108
C -3.0885 0.8249 -0.3939 0.033 -0.029 0.560
H -4.0483 1.3642 -0.4249 0.303 -0.217 -0.079
H -3.0028 0.3103 0.5690 -0.092 0.290 -0.051
H -2.2764 1.5577 -0.4947 -0.154 -0.233 0.061
C -4.7105 -0.8475 -2.1517 -0.175 0.141 -0.403
H -5.0974 -1.4640 -1.3262 0.093 0.239 -0.161
H -5.3585 0.0305 -2.2913 0.228 -0.307 0.000
H -4.7125 -1.4717 -3.0589 -0.010 0.235 0.269
C 3.2989 1.6795 3.1732 0.157 0.051 -0.018
C 1.9330 2.3463 2.9825 -0.074 -0.062 0.456
C 1.7175 2.7491 1.5164 0.008 0.396 0.162
C 0.8401 1.5207 3.6645 -0.117 -0.717 -0.499
C 0.7994 1.4960 5.0552 -0.301 0.189 0.276
C -0.1590 0.7538 5.7444 -0.026 -0.103 0.079
C -1.1325 0.0463 5.0371 0.002 0.240 0.050
C -1.1085 0.0102 3.6487 0.552 -0.025 -0.292
C -2.1254 -0.8102 2.8677 0.078 0.078 0.265
C -1.8403 -2.3084 2.9605 0.112 -0.144 -0.075
C -3.5531 -0.5118 3.3257 -0.095 0.157 -0.066
C -0.0359 0.6472 2.9722 -0.313 0.348 2.363
O 0.1998 0.3268 1.7189 0.472 -0.423 -3.203
H 3.3428 0.7224 2.6338 -0.032 0.061 0.089
H 3.4938 1.4789 4.2336 -0.024 0.008 -0.296
H 4.1023 2.3226 2.7949 -0.069 -0.094 0.047
H 1.9593 3.2870 3.5581 -0.004 -0.215 -0.218
H 2.1532 2.0138 0.8183 -0.103 -0.053 0.027
H 0.6615 2.9209 1.2827 0.144 -0.092 -0.009
H 2.2508 3.6916 1.3316 -0.081 -0.249 -0.063
H 1.5416 2.0770 5.6132 -0.321 -0.148 -0.149
H -0.1520 0.7184 6.8356 0.000 0.099 -0.363
H -1.9175 -0.5066 5.5607 0.326 0.248 -0.031
H -2.0361 -0.5281 1.8109 0.140 -0.069 0.192
H -1.8714 -2.6509 4.0052 0.016 0.093 -0.309
H -2.5862 -2.8738 2.3867 0.124 0.017 0.137
H -0.8488 -2.5363 2.5491 -0.138 -0.035 0.145
H -3.7548 0.5670 3.3105 0.014 -0.194 0.098
H -4.2758 -0.9999 2.6602 0.039 -0.026 0.166
H -3.7235 -0.8838 4.3441 -0.051 0.121 -0.273
```
Positions in Å, forces in eV/Å.

The value obtained for the HOMO-LUMO gap (alpha / beta) is 5.83 / 5.98 eV. The value obtained for the LUMO energy (alpha / beta) is -6.3 / -6.2 eV. The calculated total energy is -68601.9629 eV. Its charge is +2. Its spin multiplicity is 6. The relative energy (zero: lowest compared OMol25 entry of this formula, charge and spin) is 0.0 kJ/mol. Its expectation value of S² is 8.77.